C42H47HgN8O2S3 as an isolated structure at a distorted geometry, computed with ωB97M-V/def2-TZVPD.

```
103
Properties=species:S:1:pos:R:3:forces:R:3
Hg -0.06916 0.59895 0.99563 -0.227 -0.212 0.194
C 3.70744 -1.93155 0.25853 -0.094 0.279 0.123
C 3.19814 -0.53845 0.53223 0.478 -0.718 -0.380
N 2.49084 -0.19685 1.59843 -1.438 1.176 0.025
N 2.52344 -0.97135 2.69713 0.414 -0.980 0.875
C 1.79794 -0.75845 3.80823 -0.020 0.233 -0.183
N 2.21174 -1.45095 4.95063 0.160 -0.198 -0.295
S 0.50344 0.29555 3.92433 0.028 -0.151 -0.331
C 3.45844 0.48615 -0.41987 0.337 0.023 0.127
C 4.19584 0.26085 -1.60557 0.236 0.012 0.015
C 4.46254 1.30895 -2.44577 0.119 0.123 0.150
C 4.01544 2.58655 -2.10837 0.031 0.146 -0.067
C 3.30094 2.72045 -0.92997 0.226 0.226 -0.124
N 3.03564 1.73205 -0.10837 -0.088 -0.222 0.065
H 3.15944 -2.68175 0.82803 -0.072 -0.078 0.053
H 4.77724 -2.03205 0.47123 0.064 -0.105 -0.027
H 3.53364 -2.14135 -0.79457 0.025 -0.206 -0.051
H 3.17844 -1.75805 2.71613 -0.192 0.348 -0.003
H 2.64004 -2.34995 4.76203 -0.024 0.046 0.086
H 1.45444 -1.51535 5.61863 0.059 -0.023 -0.134
H 4.53394 -0.72565 -1.87277 -0.034 -0.118 -0.009
H 5.00664 1.14895 -3.36717 -0.025 -0.065 -0.042
H 4.19284 3.43485 -2.75227 -0.024 0.094 -0.044
H 2.91104 3.68335 -0.61397 -0.014 0.195 -0.106
C 2.82684 2.68175 2.80143 -0.036 -0.010 -0.051
C 1.65164 3.55375 3.06643 -0.048 -0.149 -0.038
C 1.81414 4.73175 3.82263 -0.264 0.522 0.261
C 0.74254 5.54885 4.03933 0.312 -0.173 -0.030
C -0.51926 5.18635 3.53083 -0.002 -0.297 -0.163
C -1.64946 6.00725 3.69043 -0.341 0.202 0.028
C -2.86006 5.59805 3.18733 0.190 0.404 0.289
C -2.97626 4.36705 2.55573 0.192 -0.288 -0.119
C -1.89176 3.51415 2.37893 -0.350 -0.090 -0.122
S -2.22316 2.00035 1.62363 0.127 -0.649 -0.178
C -0.60506 3.93945 2.83913 -0.358 0.886 0.379
N 0.47934 3.18565 2.60253 0.460 -0.242 -0.184
H 3.76394 3.22225 2.93553 0.064 0.083 0.005
H 2.76474 2.26925 1.79133 0.102 0.003 0.149
H 2.80434 1.83865 3.49003 0.031 -0.083 0.084
H 2.78934 4.97885 4.21903 0.082 0.012 -0.017
H 0.84284 6.47195 4.59893 0.007 0.055 0.018
H -1.54706 6.95575 4.20613 0.017 0.014 0.011
H -3.73876 6.22685 3.28853 0.029 0.014 0.030
H -3.93506 4.03415 2.18423 -0.064 0.000 -0.022
C -3.60346 -2.21535 -6.01977 0.061 -0.015 0.022
C -2.33886 -1.70785 -5.38917 -0.049 -0.047 -0.107
C -2.20046 -0.37425 -5.03487 0.045 -0.041 0.001
C -1.04206 0.07655 -4.42407 0.007 0.147 0.003
C -0.01886 -0.80845 -4.14797 0.431 0.111 0.403
C -0.13786 -2.13365 -4.52007 0.154 -0.166 -0.010
C -1.28576 -2.58195 -5.14527 -0.074 0.149 -0.005
S 1.47284 -0.29095 -3.24117 -0.288 -0.058 -0.481
O 2.26324 0.44655 -4.22167 -0.339 -0.015 0.181
O 2.07664 -1.52875 -2.80537 -0.167 -0.059 0.249
N 0.93544 0.52045 -1.98617 0.549 -1.677 -0.402
C 0.66384 1.81955 -1.99557 -0.390 1.224 -0.457
C 0.79564 2.67465 -3.12217 -0.033 0.141 -0.097
C 0.47074 3.99945 -3.01597 -0.125 0.018 0.081
C -0.00386 4.49945 -1.80377 0.061 0.117 -0.008
C -0.11386 3.61095 -0.75497 -0.163 0.442 0.152
N 0.19694 2.32975 -0.83737 0.138 -0.832 0.041
H -4.31836 -1.40815 -6.16767 -0.067 0.009 -0.026
H -4.06296 -2.97395 -5.38557 -0.088 -0.040 -0.008
H -3.38516 -2.67095 -6.98597 -0.092 -0.050 -0.082
H -3.02066 0.31075 -5.20957 -0.021 0.065 -0.023
H -0.94486 1.11235 -4.14157 -0.064 0.144 0.098
H 0.67714 -2.79925 -4.28667 0.068 -0.155 0.061
H -1.38716 -3.62395 -5.42047 0.026 -0.095 0.002
H 1.17324 2.25425 -4.03967 0.051 0.121 -0.024
H 0.57454 4.65785 -3.87087 0.020 -0.019 -0.070
H -0.28506 5.53635 -1.68547 0.010 0.021 0.070
H -0.47596 3.94925 0.20673 -0.066 -0.075 0.062
C -3.03036 -6.09085 1.92663 0.093 0.102 -0.032
C -1.98886 -4.99675 1.90483 0.093 -0.109 0.177
C -0.78806 -5.16195 2.57723 -0.107 -0.224 0.064
C 0.15194 -4.13075 2.54123 0.093 0.000 0.016
C 1.44244 -4.32775 3.29833 -0.130 0.050 0.002
C -0.11016 -2.97215 1.85013 0.299 0.021 0.162
C -1.31466 -2.75015 1.13163 -0.087 0.079 -0.072
C -2.24266 -3.83035 1.21033 -0.310 0.013 -0.098
N -1.46586 -1.60545 0.45513 0.601 0.764 0.081
C -2.53746 -1.47485 -0.51757 -0.210 -0.155 -0.304
C -2.43466 -2.58535 -1.59067 -0.024 0.117 0.158
C -2.36206 -0.16505 -1.29337 0.071 -0.208 0.313
C -3.94586 -1.44865 0.14033 0.193 0.035 -0.032
H -2.73186 -6.90715 2.58463 0.034 -0.037 0.026
H -3.18106 -6.49955 0.92543 -0.060 -0.036 -0.031
H -3.98796 -5.70645 2.27943 -0.090 0.003 -0.015
H -0.57886 -6.07295 3.12803 -0.001 -0.059 -0.003
H 1.65454 -5.38955 3.43473 0.024 -0.015 -0.032
H 1.36494 -3.87775 4.29133 0.042 -0.052 -0.012
H 2.28204 -3.87765 2.76923 0.107 0.046 0.006
H 0.62304 -2.17835 1.79993 0.096 0.021 0.030
H -3.20586 -3.76255 0.73163 -0.067 0.072 -0.093
H -2.57246 -3.58035 -1.18227 -0.006 -0.134 -0.010
H -1.44756 -2.54115 -2.04547 0.107 0.024 -0.044
H -3.17976 -2.42325 -2.36987 -0.112 0.017 -0.125
H -1.36206 -0.12635 -1.71987 0.013 0.028 -0.021
H -3.10006 -0.10925 -2.09617 -0.055 0.054 -0.041
H -2.50206 0.68495 -0.62997 0.000 0.159 0.003
H -3.90486 -1.81255 1.16233 -0.034 -0.089 0.073
H -4.65866 -2.05085 -0.42487 -0.146 -0.059 -0.025
H -4.31426 -0.42725 0.18493 -0.097 0.161 0.003
```
Positions in Å, forces in eV/Å.

The total energy is -3565.1873 a.u. The calculation puts the LUMO energy (spin up / spin down) at 4.243 / 4.242 eV. The calculation puts the HOMO energy (spin up / spin down) at 0.11 / -1.25 eV. Its frontier orbital gap (spin up / spin down) is 4.1313 / 5.4943 eV. As for the total charge: -2. As for the spin multiplicity: 2. The value obtained for the energy relative to the best compared isomer or geometry (same formula, charge and spin) is 142.9 kJ/mol.

One molecule with the formula C21H14F3N7 at a distorted geometry, computed with ωB97M-V/def2-TZVPD.

```
45
Properties=species:S:1:pos:R:3:forces:R:3
N 4.58697 6.88712 1.58831 -0.783 -1.525 -0.819
C 4.09230 5.95579 1.09280 0.793 1.620 0.566
C 3.45759 4.80148 0.52547 -0.227 -0.697 -0.496
C 3.47355 3.60605 1.25948 -0.673 -0.580 -0.728
C 2.73743 2.50124 0.80380 0.679 1.175 0.363
C 2.00618 2.58890 -0.38384 -0.357 -0.652 -0.170
N 1.18459 1.49822 -0.70133 0.300 0.119 -0.214
C -0.27880 1.55954 -0.93038 0.797 -0.334 -0.720
C -0.79296 0.21678 -0.40615 0.207 -0.534 -0.478
C 0.46763 -0.61853 -0.31515 -1.497 -1.710 0.462
C 0.61928 -1.99774 -0.02118 -0.069 1.722 -0.949
N -0.48220 -2.84006 0.33128 0.279 -0.806 0.226
C -0.38679 -4.10431 0.88065 -1.470 0.462 0.609
C -1.66734 -4.46429 1.24446 -0.289 0.316 -0.244
C -2.53103 -3.36993 0.82552 0.762 -0.852 -0.024
N -3.97761 -3.35781 0.90018 0.203 0.117 -0.407
C -4.73072 -4.43406 1.31601 -0.622 0.056 -0.272
C -6.02642 -4.15674 1.00736 -0.864 1.098 -0.412
C -6.03023 -2.82268 0.38696 1.256 -2.646 1.178
N -4.80110 -2.39387 0.31385 1.661 0.078 0.242
N -1.78870 -2.43252 0.28457 -0.070 0.750 -0.162
C 1.94425 -2.44744 -0.15101 -0.408 0.361 0.445
C 2.97947 -1.53953 -0.37982 -0.637 -1.128 0.442
N 2.82224 -0.24284 -0.53392 0.618 0.807 -0.092
C 1.57854 0.17696 -0.50838 -0.398 0.125 -0.080
C 2.08000 3.73660 -1.19458 0.114 0.221 0.403
C 1.30672 3.88336 -2.49735 0.162 -0.054 -0.947
F 1.34740 2.75442 -3.29341 -0.269 1.215 1.143
F -0.00702 4.19890 -2.25966 1.084 -0.373 -0.419
F 1.81803 4.88402 -3.28566 -0.539 -0.807 0.917
C 2.80273 4.83272 -0.72109 -0.326 0.502 0.200
H 4.02220 3.54967 2.18593 -0.015 0.032 0.132
H 2.68339 1.60289 1.41514 0.024 0.190 -0.275
H -0.68198 2.40909 -0.41750 -0.313 0.462 0.193
H -0.45247 1.64784 -2.01705 -0.153 0.047 0.480
H -1.51333 -0.23965 -1.10229 0.162 0.244 0.483
H -1.23364 0.28176 0.57731 -0.409 0.123 0.227
H 0.50767 -4.66948 1.11275 0.048 0.480 -0.348
H -1.92835 -5.37646 1.76650 -0.040 0.172 -0.213
H -4.40947 -5.36755 1.78354 0.468 0.705 -0.252
H -6.88671 -4.79609 1.19205 0.320 0.230 -0.014
H -6.84480 -2.25703 -0.00797 -0.217 0.257 -0.093
H 2.19321 -3.46644 0.00502 0.191 -0.766 0.054
H 3.98127 -1.93820 -0.37176 0.266 0.104 -0.186
H 2.75900 5.75986 -1.29941 0.254 -0.328 0.250
```
Positions in Å, forces in eV/Å.

The total energy is -1491.5124 a.u. The calculation puts the LUMO energy at -0.031 eV. The SMILES is N#Cc1ccc(N2CCc3c(-n4ccc(-n5cccn5)n4)ccnc32)c(C(F)(F)F)c1. The calculation puts the HOMO energy at -8.20 eV. Its frontier orbital gap is 8.1693 eV. As for the total charge: 0. The value obtained for the energy relative to the best compared isomer or geometry (same formula, charge and spin) is 12.8 kJ/mol.

One molecule with the formula C3H6N2 at a distorted geometry, computed with ωB97M-V/def2-TZVPD.

```
11
Properties=species:S:1:pos:R:3:forces:R:3
C 1.30006 -1.11803 -0.23273 0.306 -0.513 -0.147
N 0.50288 -0.17941 0.49277 0.124 -0.131 0.086
C -0.62583 0.27404 -0.05077 0.019 0.156 0.047
N -1.43562 0.19014 -1.01267 0.599 0.712 0.427
C -1.47775 1.38970 0.03774 -0.834 0.098 -0.101
H 0.93035 -2.13466 -0.11813 0.107 -0.258 -0.122
H 2.31730 -1.04781 0.14711 0.099 -0.166 -0.183
H 1.27605 -0.84708 -1.29160 0.090 -0.085 0.167
H 0.55483 -0.18846 1.49848 0.047 0.288 -0.077
H -2.27833 1.33944 0.75105 -0.473 0.175 0.114
H -1.14934 2.38944 -0.25240 -0.084 -0.275 -0.211
```
Positions in Å, forces in eV/Å.

The total energy is -227.3438 a.u. The calculation puts the LUMO energy at 0.935 eV. The SMILES is CNC1=NC1. The calculation puts the HOMO energy at -9.11 eV. Its frontier orbital gap is 10.0425 eV. As for the total charge: 0. The value obtained for the energy relative to the best compared isomer or geometry (same formula, charge and spin) is 212.8 kJ/mol.

C5H8IN as an isolated structure at a distorted geometry, computed with ωB97M-V/def2-TZVPD.

```
15
Properties=species:S:1:pos:R:3:forces:R:3
C -0.32623 -1.02674 0.01333 -1.083 1.679 1.158
C 0.17956 0.35477 0.05708 -0.676 -0.762 0.316
C -1.58112 -1.40073 -0.67170 -1.202 0.576 -3.073
C -1.66493 -1.55635 0.76970 0.638 1.612 1.948
C 1.55526 2.37784 0.34361 -0.371 1.920 0.209
N 1.14052 1.03961 0.02901 -0.994 -0.336 -0.008
I 3.38917 -0.32011 -0.10333 0.360 -0.115 -0.006
H 0.50537 -1.64528 0.00691 1.526 -1.537 -0.217
H -2.20138 -0.56723 -1.06843 0.661 -0.485 0.322
H -1.48898 -2.14354 -1.50062 -0.206 0.027 1.399
H -1.72649 -2.51937 1.37589 0.584 1.472 -1.147
H -2.08817 -0.61272 1.28954 0.251 -2.075 -0.804
H 1.94782 2.37225 1.39767 -0.629 0.216 -1.094
H 2.32048 2.79272 -0.31330 0.294 -0.898 0.007
H 0.69371 3.10538 0.11717 0.846 -1.295 0.990
```
Positions in Å, forces in eV/Å.

The total energy is -547.6305 a.u. The calculation puts the LUMO energy at -0.690 eV. The calculation puts the HOMO energy at -7.56 eV. Its frontier orbital gap is 6.8665 eV. As for the total charge: 0. The value obtained for the energy relative to the best compared isomer or geometry (same formula, charge and spin) is 242.7 kJ/mol.